## one
# C3H8N4S

An isolated molecule of C3H8N4S (ωB97M-V/def2-TZVPD, the Open Molecules 2025 dataset).

Values from the calculation:
total charge	0
highest occupied orbital energy	-8.20	eV
SMILES	CNN(C=S)/C=N\N
spin multiplicity	1
Kohn-Sham gap	8.33	eV

Last column: natural (NBO) charge in e.
Cartesian coordinates (Å):
C (-0.7915, 2.1062, 0.6336)  -0.42
C (1.4187, 0.4315, -0.2955)  -0.11
C (-0.4451, -1.1293, -0.0195)  0.14
H (-1.3481, 1.5836, 1.3035)  0.20
H (-1.2028, 3.1182, 0.3888)  0.21
H (0.2783, 2.2376, 1.0565)  0.19
H (-0.2160, 1.7555, -1.3460)  0.35
H (1.4902, 1.4866, -0.7815)  0.17
H (0.3866, -1.7958, 0.2117)  0.22
H (-2.6513, 0.0706, -0.3462)  0.36
H (-3.6324, -1.3413, -0.3267)  0.37
N (-0.8124, 1.2643, -0.6081)  -0.43
N (0.0679, 0.1681, -0.3324)  -0.31
N (-1.6571, -1.5193, 0.1421)  -0.25
N (-2.7703, -0.8341, 0.1270)  -0.61
S (2.6254, -0.5699, 0.1643)  -0.07



## two
# C3H8N4S

C3H8N4S as an isolated structure (ωB97M-V/def2-TZVPD, the Open Molecules 2025 dataset).

Values from the calculation:
total charge	0
highest occupied orbital energy	-8.86	eV
spin multiplicity	1
Kohn-Sham gap	9.14	eV

Last column: natural (NBO) charge in e.
Cartesian coordinates (Å):
C (-1.8777, 0.8748, 1.4459)  -0.42
C (0.0812, -0.3459, 1.2215)  0.17
C (-1.3050, -0.3650, -0.8413)  0.29
H (-2.3679, -0.1288, 1.8332)  0.20
H (-1.4019, 1.6919, 2.1567)  0.25
H (-2.5275, 1.4559, 0.8939)  0.21
H (0.0969, -1.4849, 1.3904)  0.19
H (0.9580, 1.6971, 0.6806)  0.35
H (2.8035, 1.4839, 1.0622)  0.35
H (-2.3822, -0.6820, -0.5034)  0.17
H (1.2167, -0.2164, -3.2483)  0.14
N (-0.8937, 0.3145, 0.4311)  -0.55
N (1.1533, 0.0901, 1.7812)  -0.26
N (1.5518, 1.5548, 1.5341)  -0.67
N (-0.7461, -0.7636, -1.9038)  -0.59
S (0.9223, -0.8231, -1.7575)  0.16



## three
# C3H8N4S

An isolated molecule of C3H8N4S (ωB97M-V/def2-TZVPD, the Open Molecules 2025 dataset).

Values from the calculation:
total charge	0
highest occupied orbital energy	-8.72	eV
SMILES	[H]/N=C(\NS)N(C)N=C
spin multiplicity	1
Kohn-Sham gap	9.39	eV

Last column: natural (NBO) charge in e.
Cartesian coordinates (Å):
C (-1.1251, 1.9867, 0.3411)  -0.42
C (-2.5940, -1.2970, -0.1144)  -0.11
C (-0.0816, -0.1868, 0.0509)  0.57
H (-1.9629, 2.5515, 0.6412)  0.23
H (-0.3641, 1.9335, 1.1492)  0.22
H (-0.8578, 2.6912, -0.5441)  0.18
H (-2.1046, -2.2238, 0.5365)  0.24
H (-3.5571, -1.5888, -0.4359)  0.16
H (0.9091, -1.5364, 0.3509)  0.33
H (1.2629, 1.4492, -0.7877)  0.42
H (3.0089, 0.0355, 1.1655)  0.09
N (-1.1977, 0.5403, 0.0007)  -0.32
N (-2.4158, -0.0462, -0.4328)  -0.24
N (-0.0048, -1.3559, 0.5157)  -0.72
N (1.2016, 0.4931, -0.2779)  -0.86
S (2.7116, -0.2343, -0.1488)  0.21



## four
# C3H8N4S

An isolated molecule of C3H8N4S (ωB97M-V/def2-TZVPD, the Open Molecules 2025 dataset).

Values from the calculation:
total charge	0
highest occupied orbital energy (spin up / spin down)	-8.85 / -9.03	eV
spin multiplicity	1
Kohn-Sham gap (spin up / spin down)	7.30 / 8.28	eV

Last column: natural (NBO) charge in e.
Cartesian coordinates (Å):
C (-1.3651, -1.0551, 0.0480)  -0.14
C (1.6997, 1.0021, 0.4697)  -0.61
C (0.3785, 0.6328, -0.2652)  -0.28
N (-2.8375, 1.2987, -0.1601)  0.06
N (-2.7418, -0.9854, 0.4437)  -0.43
N (-0.6621, 0.0957, 0.4622)  -0.25
N (-3.4340, 0.3089, 0.1014)  -0.11
S (-5.0674, 0.1600, -0.0594)  -0.11
H (-1.1162, -2.0229, 0.5463)  0.25
H (-1.0722, -1.1621, -1.0964)  0.16
H (2.0394, 1.9955, 0.3563)  0.22
H (1.4795, 0.9259, 1.5597)  0.22
H (2.4547, 0.3450, 0.2237)  0.21
H (-0.1998, 1.4719, -0.6220)  0.26
H (0.7689, -0.0417, -1.1803)  0.15
H (-3.4568, -1.5731, 0.0649)  0.40



Here are the energies relative to the best structure, in hartree: one 0.0000; two 0.1151; three 0.0240; four 0.1295.



## one
# C5H16N3

A 2-piece molecular cluster, C5H16N3 overall (ωB97M-V/def2-TZVPD, the Open Molecules 2025 dataset).

Values from the calculation:
total charge	+1
highest occupied orbital energy	-10.53	eV
spin multiplicity	1
Kohn-Sham gap	7.68	eV

Last column: natural (NBO) charge in e.
Cartesian coordinates (Å):
C (-2.7936, 0.3348, -0.5800)  -0.66
C (1.8746, -0.8820, -1.1646)  -0.41
C (1.9499, -0.1988, 1.1818)  -0.44
C (-1.7207, 0.0888, 0.4401)  -0.37
C (0.5945, 1.0237, -0.4182)  0.35
N (-1.2469, -1.3328, 0.3919)  -0.71
N (0.7296, 2.1762, 0.2618)  -0.76
N (1.2354, -0.1375, -0.0865)  -0.46
H (-2.4195, 0.1621, -1.5906)  0.19
H (-3.6788, -0.2962, -0.4357)  0.19
H (-3.1220, 1.3680, -0.5216)  0.24
H (1.2311, -0.9112, -2.0436)  0.22
H (2.8279, -0.4298, -1.4525)  0.21
H (2.0716, -1.9028, -0.8348)  0.22
H (2.2478, -1.2292, 1.3695)  0.23
H (2.8512, 0.4188, 1.1801)  0.22
H (1.2945, 0.1219, 1.9919)  0.22
H (-1.9802, 0.3761, 1.4512)  0.18
H (0.2070, 1.0914, -1.4215)  0.23
H (-1.6809, -1.8037, -0.4086)  0.42
H (-0.2094, -1.2921, 0.2459)  0.42
H (1.0407, 2.1752, 1.2193)  0.41
H (0.1555, 2.9519, -0.0137)  0.42
H (-1.4594, -1.8728, 1.2384)  0.42



## two
# C5H16N3

An isolated ion of composition C5H16N3 and charge +1 (ωB97M-V/def2-TZVPD, the Open Molecules 2025 dataset).

Values from the calculation:
total charge	+1
highest occupied orbital energy	-12.83	eV
SMILES	CNC[C@@H]([NH3+])CCN
spin multiplicity	1
Kohn-Sham gap	9.68	eV

Last column: natural (NBO) charge in e.
Cartesian coordinates (Å):
N (1.6202, 0.6506, 0.6609)  -0.71
C (0.6035, -0.2801, 0.0046)  -0.06
C (-0.5884, -0.3256, 0.9424)  -0.44
C (-0.3445, -1.4838, 1.9455)  -0.24
N (0.5180, -2.6068, 1.4051)  -0.88
C (0.4073, 0.2737, -1.4994)  -0.24
N (-0.0928, 1.6985, -1.6752)  -0.68
C (-1.5399, 1.9862, -1.7454)  -0.42
H (1.1876, 1.0890, 1.4837)  0.45
H (2.4838, 0.1140, 0.7583)  0.45
H (1.7570, 1.5084, 0.0150)  0.46
H (1.0307, -1.2179, -0.1996)  0.26
H (-0.6854, 0.5471, 1.5231)  0.21
H (-1.5867, -0.4776, 0.2877)  0.24
H (0.0729, -1.0222, 2.8884)  0.20
H (-1.3670, -1.9083, 2.2168)  0.21
H (-0.0593, -3.1991, 0.7240)  0.39
H (0.9346, -2.9898, 2.1828)  0.38
H (-0.3355, -0.4073, -1.9542)  0.20
H (1.2807, -0.0007, -2.0380)  0.22
H (0.3243, 2.0424, -2.5989)  0.38
H (-1.9162, 1.8014, -2.8257)  0.20
H (-2.0772, 1.1722, -1.0575)  0.19
H (-1.6279, 3.0358, -1.4444)  0.23



Here are the energies relative to the best structure, in hartree: one 0.0107; two 0.0000.



## one
# CH3NS2

A 2-piece molecular cluster, CH3NS2 overall (ωB97M-V/def2-TZVPD, the Open Molecules 2025 dataset).

Values from the calculation:
total charge	0
highest occupied orbital energy	-9.45	eV
SMILES	N=C=S.S
spin multiplicity	1
Kohn-Sham gap	9.87	eV

Last column: natural (NBO) charge in e.
Cartesian coordinates (Å):
C (-2.0584, 0.6809, 0.2968)  0.23
N (-0.8752, 0.6197, 0.4989)  -0.65
S (-3.5874, 0.5575, 0.6490)  0.00
S (1.8769, -0.7942, -0.0432)  -0.28
H (2.0422, -0.2094, -1.2138)  0.14
H (-0.0691, 0.9577, 0.0459)  0.41
H (2.6708, -1.8122, -0.2338)  0.15



## two
# CH3NS2

A 2-piece molecular cluster, CH3NS2 overall (ωB97M-V/def2-TZVPD, the Open Molecules 2025 dataset).

Values from the calculation:
total charge	0
highest occupied orbital energy (spin up / spin down)	-8.64 / -7.99	eV
spin multiplicity	1
Kohn-Sham gap (spin up / spin down)	8.01 / 7.73	eV

Last column: natural (NBO) charge in e.
Cartesian coordinates (Å):
C (-1.0288, -0.5205, -0.8049)  -0.53
N (1.0747, 0.4689, 0.5607)  -0.93
S (-2.4331, -0.9015, -1.4216)  0.15
S (0.1356, 0.6643, -0.9030)  0.55
H (-0.3914, -1.5967, 0.8375)  0.00
H (0.6411, 0.9859, 1.2788)  0.37
H (2.0019, 0.8996, 0.4525)  0.38



## three
# CH3NS2

CH3NS2 as an isolated structure (ωB97M-V/def2-TZVPD, the Open Molecules 2025 dataset).

Values from the calculation:
total charge	0
highest occupied orbital energy (spin up / spin down)	-8.80 / -8.06	eV
spin multiplicity	1
Kohn-Sham gap (spin up / spin down)	7.49 / 6.26	eV

Last column: natural (NBO) charge in e.
Cartesian coordinates (Å):
C (-0.7426, -1.7272, -1.5169)  -0.52
N (-1.5709, 0.3127, -0.1586)  -0.85
S (-1.3527, -3.0637, -0.9632)  0.22
S (-0.8610, -0.0733, -1.5466)  0.78
H (0.7785, -2.0425, -2.9916)  -0.01
H (-2.0088, -0.5466, 0.3335)  0.36
H (0.8329, -2.5983, -3.5656)  0.01



Here are the energies relative to the best structure, in hartree: one 0.0000; two 0.1289; three 0.1374.



## one
# C3H2N2OS

An isolated molecule of C3H2N2OS (ωB97M-V/def2-TZVPD, the Open Molecules 2025 dataset).

Values from the calculation:
total charge	0
highest occupied orbital energy (spin up / spin down)	-9.20 / -9.26	eV
spin multiplicity	1
Kohn-Sham gap (spin up / spin down)	7.33 / 7.42	eV

Last column: natural (NBO) charge in e.
Cartesian coordinates (Å):
C (0.7308, -1.0762, 0.2596)  0.11
C (-0.4299, -1.2811, -0.6612)  -0.12
C (0.0579, 0.9798, 0.5522)  -0.03
N (0.8783, 0.0647, 0.7917)  -0.39
N (-1.2776, -0.4006, -0.8315)  -0.28
O (-1.1345, 3.1101, 0.0901)  -0.84
S (0.0923, 2.6155, 0.7251)  1.15
H (1.4715, -1.7198, 0.3558)  0.19
H (-0.3887, -2.2924, -1.2819)  0.22



## two
# C3H2N2OS

An isolated molecule of C3H2N2OS (ωB97M-V/def2-TZVPD, the Open Molecules 2025 dataset).

Values from the calculation:
total charge	0
highest occupied orbital energy	-9.65	eV
SMILES	O=C1N=N[C@H]2S[C@@H]12
spin multiplicity	1
Kohn-Sham gap	8.24	eV

Last column: natural (NBO) charge in e.
Cartesian coordinates (Å):
C (0.3492, 0.2144, 0.6909)  -0.46
C (0.7766, -0.0945, -0.7249)  -0.24
C (-1.0977, -0.1649, 0.5642)  0.59
N (-1.3119, -0.8272, -0.6754)  -0.16
N (-0.2692, -0.8506, -1.3606)  -0.06
O (-2.0228, 0.1014, 1.2534)  -0.45
S (0.5584, 1.6512, -0.3362)  0.23
H (1.1463, 0.1954, 1.4157)  0.28
H (1.8711, -0.2251, -0.8271)  0.25



Here are the energies relative to the best structure, in hartree: one 0.1085; two 0.0000.



## one
# C4H11PS

A 2-piece molecular cluster, C4H11PS overall (ωB97M-V/def2-TZVPD, the Open Molecules 2025 dataset).

Values from the calculation:
total charge	0
highest occupied orbital energy (spin up / spin down)	-8.49 / -7.48	eV
spin multiplicity	1
Kohn-Sham gap (spin up / spin down)	8.14 / 7.69	eV

Last column: natural (NBO) charge in e.
Cartesian coordinates (Å):
C (-1.2974, 0.7606, -1.9018)  -0.81
C (-0.5190, -1.4292, -0.4214)  -0.88
C (0.1382, 0.6703, 2.9244)  -0.51
C (1.3015, 0.5839, -0.7245)  -0.85
P (-0.4582, 0.4607, -0.4576)  0.91
S (1.9708, -0.1080, -2.3841)  -0.07
H (-1.0352, 1.6704, -2.3471)  0.19
H (-2.3171, 0.4493, -2.2850)  0.23
H (-0.6143, -1.7372, 0.5379)  0.21
H (-1.3570, -1.7975, -0.9490)  0.23
H (0.5037, -1.7253, -0.6925)  0.23
H (-0.8428, 0.5697, 3.3292)  0.17
H (0.4251, -0.1928, 2.5105)  0.14
H (0.8420, 1.5595, 2.8567)  0.18
H (1.8096, -0.1802, -0.1067)  0.25
H (1.6951, 1.5826, -0.4134)  0.24
H (1.0830, 0.5510, -3.1607)  0.13



## two
# C4H11PS

A 2-piece molecular cluster, C4H11PS overall (ωB97M-V/def2-TZVPD, the Open Molecules 2025 dataset).

Values from the calculation:
total charge	0
highest occupied orbital energy	-8.93	eV
SMILES	C=CP.CCS
spin multiplicity	1
Kohn-Sham gap	9.95	eV

Last column: natural (NBO) charge in e.
Cartesian coordinates (Å):
C (-3.2765, 1.3290, -0.4349)  -0.62
C (4.4286, -1.0865, 0.0742)  -0.39
C (-2.0480, 1.3512, 0.4801)  -0.48
C (3.1527, -1.1889, -0.1272)  -0.45
P (2.1365, -2.6573, -0.5977)  0.28
S (-1.0979, -0.2990, 0.5649)  -0.07
H (-4.1769, 1.0705, 0.0616)  0.21
H (-3.4839, 2.4058, -0.8066)  0.22
H (-2.9693, 0.6651, -1.1460)  0.21
H (-2.0223, -0.9534, -0.0950)  0.11
H (4.7956, -0.1628, 0.4056)  0.19
H (5.1299, -1.8330, -0.1831)  0.19
H (-2.3229, 1.6213, 1.5526)  0.21
H (-1.2744, 2.1730, 0.1442)  0.22
H (2.4874, -0.3639, 0.1022)  0.21
H (3.1601, -3.5494, -1.1761)  -0.02
H (1.6601, -2.1374, -1.7732)  -0.02



Here are the energies relative to the best structure, in hartree: one 0.1035; two 0.0000.